The following is a quantum chemistry calculation of 2 unconnected molecules or ions with the total composition C3H5NO2, from OMol25.

Output
HOMO energy in eV: -10.560
Molar mass in g mol⁻¹: 87.1
Total energy in Eh: -322.46335
2S+1: 1
LUMO level in Ha: -0.009
Energy relative to the best compared isomer or geometry (same formula, charge and spin) in kcal/mol: 69.6
Maximum force in eV/Å: 0.7
Gap between HOMO and LUMO in Eh: 0.37895

Cartesian coordinates (Å):
1 C 0.585 0.023 0.614
2 O 1.045 0.982 1.148
3 H -2.044 -0.258 -1.509
4 C -0.565 -0.291 -0.342
5 H -0.540 2.798 -0.620
6 N -1.455 0.352 -0.940
7 H -0.171 3.307 -0.222
8 H 0.720 -2.018 1.517
9 O -0.257 -1.637 -0.322
10 H 1.812 -1.773 0.101
11 C 0.870 -1.484 0.575